No. 1
35
Properties=species:S:1:pos:R:3:lowdin_charge:R:1 method="wB97M-V/def2-TZVPD" e_tot_ha=-748.0356 gap_ev=9.136 total_charge=-1
C 2.28701 0.91596 0.62034 -0.2974
O 2.70462 -0.39655 0.40120 -0.1681
C 0.78122 1.03416 0.93151 -0.3729
C 0.44075 0.27005 2.22996 -0.1293
C -0.91450 -0.38372 2.07579 -0.3587
C -1.97925 0.29781 2.48114 0.0082
C -0.97740 -1.76949 1.49096 -0.0423
N 0.52166 2.48077 1.06413 0.0435
H 2.59743 1.56090 -0.21750 0.1040
H 2.76153 1.35062 1.51342 0.1079
H 0.15604 0.62354 0.13576 0.1079
H 0.44515 0.99089 3.05533 0.1114
H 1.28156 -0.38407 2.45522 0.1149
H -3.00479 -0.07398 2.37971 0.0587
H -2.10692 1.34796 2.72770 0.0508
H 0.04070 -2.03208 1.19195 0.0624
H -1.43102 -1.76626 0.49482 0.0806
H -1.44421 -2.45275 2.19292 0.0784
H 0.20450 2.86342 0.18244 0.0664
H -0.07136 2.78048 1.81220 0.0464
H -2.55404 -1.21223 -2.54215 0.0368
H -1.38650 -0.45188 -3.01680 0.0041
O -2.38116 -0.48642 -3.15073 -0.1092
H -3.08185 0.53167 -1.90260 -0.0160
H -2.71368 0.90206 -0.43044 -0.0057
O -3.44187 0.86364 -1.04918 -0.0960
H 1.92532 -2.34672 -1.56005 0.0297
H 2.00564 -1.06446 -0.11540 0.0088
O 1.33871 -1.95504 -0.90204 -0.2082
H 0.68525 -1.07740 -1.49121 -0.0072
H 0.00434 0.44887 -1.82631 0.0337
O 0.06811 -0.42014 -2.27375 -0.2331
H 3.07014 -0.09837 -2.60069 0.0215
H 1.61972 -0.46638 -3.00541 -0.0189
O 2.54914 -0.42489 -3.35227 -0.1131



No. 2
37
Properties=species:S:1:pos:R:3:lowdin_charge:R:1 method="wB97M-V/def2-TZVPD" e_tot_ha=-803.1481 gap_ev=8.695 total_charge=+1
C 1.10524 1.88998 0.19439 -0.0889
C 0.12895 1.87100 -0.93138 -0.1513
C -1.28184 1.58083 -0.55617 -0.2935
C -1.64837 0.36885 -0.02329 -0.1154
N -2.96407 0.45725 0.35658 0.0478
C -3.43487 1.70538 -0.01539 -0.0953
C -2.44605 2.37664 -0.67790 -0.0397
N 1.76683 0.48261 0.42861 0.1658
H 0.88355 2.27393 1.18557 0.1272
H 1.98166 2.46175 -0.16899 0.1329
H 0.12015 2.75729 -1.57294 0.1337
H 0.35853 1.16666 -1.75234 0.1102
H -1.09590 -0.55435 0.00834 0.1108
H -3.40674 -0.08267 1.07881 0.1486
H -4.46980 1.95616 0.18992 0.1203
H -2.46848 3.36942 -1.09599 0.1114
H 1.03276 -0.21025 0.67029 0.0969
H 2.27340 0.10381 -0.37101 0.1137
H 2.48169 0.67898 1.12151 0.1264
H 1.74864 -0.38460 3.32646 0.0430
H 1.92512 1.04210 3.83793 0.0596
O 1.63536 0.54175 3.07322 -0.0506
H -1.95871 -0.46387 -3.62775 0.0578
H -1.99016 0.34655 -2.28534 0.0205
O -1.54430 -0.37075 -2.76110 -0.0492
H -1.49243 -2.83708 2.68058 0.0659
H -1.69016 -3.49852 1.21545 0.0893
O -1.65238 -2.68000 1.74813 -0.0426
H 0.93586 -0.98180 -2.48958 0.0379
H 1.89425 -1.44920 -3.51662 0.0744
O 1.87978 -0.93918 -2.70081 -0.0431
H 1.35009 -2.69319 1.92810 0.0640
H 0.01621 -2.11707 1.55753 0.0056
O 0.93680 -1.83878 1.76723 -0.0837
H 2.67812 -1.82738 -1.30190 0.0062
H 3.64688 -2.43490 -0.16561 0.0665
O 2.76440 -2.06738 -0.35457 -0.0825



No. 3
36
Properties=species:S:1:pos:R:3:lowdin_charge:R:1 method="wB97M-V/def2-TZVPD" e_tot_ha=-748.4878 smiles="CCCN(C)CC=O.O.O.O.O.O" gap_ev=9.302
C 1.05449 0.38078 -1.85745 -0.2223
C 1.32273 1.45955 -2.92274 -0.0815
C 0.28174 0.83734 -0.57596 -0.1423
N -0.94362 -0.02657 -0.25931 -0.2159
C -2.22486 0.43664 -0.91939 -0.0813
C -1.21475 0.01611 1.20500 -0.1871
C -0.37133 -0.89698 2.02634 -0.1991
O 0.63616 -0.47938 2.55884 0.0302
H 2.00290 -0.13126 -1.64631 0.0961
H 0.48315 -0.45345 -2.24873 0.0605
H 1.80245 1.08622 -3.75240 0.0457
H 0.36281 1.98108 -3.21332 0.0994
H 1.81144 2.22272 -2.48993 0.0259
H 0.84938 1.09772 0.32595 0.0942
H -0.09781 1.80192 -1.01010 0.1097
H -1.96030 0.43266 -2.09691 0.1354
H -3.08956 -0.19751 -0.69793 0.0704
H -2.52300 1.44713 -0.51368 0.0945
H -2.23193 -0.22102 1.26003 0.0783
H -0.97677 1.12951 1.45355 0.1533
H -0.61673 -1.91453 1.85349 0.0779
H 2.53526 -2.52115 -0.61397 0.0831
H 1.54488 -3.38117 -0.05381 0.0000
O 1.66725 -2.94774 -0.85031 -0.0313
H -0.75031 -1.68192 -1.80694 -0.0558
H 0.27935 -2.66657 -2.45474 0.0425
O -0.68209 -2.43259 -2.37314 -0.0827
H -1.89111 -2.62917 -0.10708 0.1440
H -2.66091 -3.22242 1.22242 -0.0048
O -2.04771 -2.61830 0.95427 -0.0733
H 0.74698 3.48802 1.21796 0.0015
H 1.38658 4.70693 0.36128 0.0239
O 0.58627 4.27520 0.65432 -0.0786
H 1.71771 2.13861 3.64428 0.0714
H 1.66128 1.19873 2.38230 -0.0057
O 1.48155 2.08711 2.68914 -0.0759



No. 4
49
Properties=species:S:1:pos:R:3:lowdin_charge:R:1 method="wB97M-V/def2-TZVPD" e_tot_ha=-1951.3944 gap_ev=8.826 total_charge=+1
K -0.57219 -0.34589 -0.27529 0.9160
C 5.25549 -0.31247 -1.54636 -0.8424
O 4.16797 -0.78261 -1.66120 0.0374
N 5.77845 -0.13848 -0.37187 0.1665
N 5.98404 0.06753 -2.53461 0.1747
H 6.43009 0.61882 -0.22369 0.1131
H 5.25033 -0.49499 0.41177 0.1231
H 6.76844 0.66899 -2.32709 0.1119
H 5.83639 -0.04214 -3.52773 0.1253
C -5.88118 -2.09411 1.05493 -0.8694
O -5.05278 -1.36874 0.64829 0.0698
N -6.40435 -3.09465 0.43166 0.1622
N -6.50872 -1.94192 2.15330 0.1653
H -7.28518 -3.32259 0.87018 0.1075
H -6.35944 -3.15043 -0.57579 0.1278
H -6.33264 -1.18474 2.79811 0.1337
H -6.99580 -2.78872 2.40980 0.1154
C -1.14673 5.48301 0.32654 -0.8537
O -0.96190 4.37212 0.68832 0.0492
N -1.76642 6.30272 1.10127 0.1593
N -1.03288 5.93874 -0.88493 0.1770
H -1.77395 5.92058 2.03615 0.1261
H -1.58544 7.27643 0.90319 0.1144
H -0.46369 5.50293 -1.59640 0.1263
H -1.48249 6.83733 -0.98743 0.1125
C -0.02052 1.76262 -5.46517 -0.7375
O -0.60574 1.99719 -4.40414 -0.0050
N -0.55882 1.90193 -6.67687 0.1573
N 1.22794 1.29594 -5.48589 0.1502
H -0.09883 1.34979 -7.38655 0.1073
H -1.55804 2.03821 -6.62128 0.1189
H 1.75418 1.30203 -6.34795 0.1092
H 1.60277 1.11042 -4.56655 0.1124
C 0.30896 -5.32338 1.58416 -0.8717
O -0.23299 -4.41418 2.05288 0.0703
N -0.08112 -6.51630 1.76650 0.1882
N 1.50703 -5.14902 1.02786 0.1564
H -0.95784 -6.70042 2.23292 0.1365
H 0.53901 -7.17569 1.31846 0.1177
H 1.96309 -4.28731 1.29158 0.1152
H 1.97686 -5.90816 0.55554 0.1028
C 1.54489 0.42899 4.19536 -0.7552
O 2.32257 -0.20868 3.44434 -0.0150
N 0.25288 0.17447 4.13574 0.1364
N 1.81748 1.29795 5.11202 0.1780
H -0.08031 -0.63742 3.63582 0.1120
H -0.32864 0.99355 4.24080 0.1110
H 2.80524 1.41034 5.29035 0.1332
H 1.03442 1.33031 5.74910 0.1222



No. 5
48
Properties=species:S:1:pos:R:3:lowdin_charge:R:1 method="wB97M-V/def2-TZVPD" e_tot_ha=-1351.5799 smiles="NC(N)=O.NC(N)=O.NC(N)=O.NC(N)=O.NC(N)=O.NC(N)=O" gap_ev=9.875
C -3.27000 24.94478 -7.21706 -0.7680
O -2.18402 24.80644 -6.67147 0.0283
N -3.44656 25.18734 -8.48560 0.1470
N -4.46084 24.94191 -6.66614 0.1451
H -2.71324 25.26360 -9.17591 0.1171
H -4.33545 25.44800 -8.88812 0.1075
H -5.34637 25.07324 -7.13378 0.1089
H -4.54958 25.14606 -5.68098 0.1141
C -8.68803 27.43661 -10.55750 -0.8751
O -7.66430 27.45954 -10.00922 0.0878
N -8.97356 27.93439 -11.73837 0.1556
N -9.70294 26.82321 -10.10535 0.1662
H -8.20825 28.33742 -12.25988 0.1180
H -9.84415 27.70158 -12.19440 0.1038
H -10.50033 26.80777 -10.72505 0.1100
H -9.70672 26.46200 -9.16216 0.1337
C -8.46246 29.57873 -0.49354 -0.8479
O -9.00409 29.16998 -1.46029 0.0757
N -7.25195 29.98996 -0.45699 0.1589
N -8.98285 29.55238 0.70473 0.1544
H -6.74329 30.23797 -1.29358 0.1222
H -6.64760 30.13108 0.33985 0.1130
H -8.56849 29.94105 1.53981 0.1075
H -9.95156 29.27524 0.77461 0.1162
C -7.01805 18.13607 -5.78641 -0.7615
O -6.68385 17.42789 -4.83016 0.0071
N -6.95987 19.43119 -5.89142 0.1626
N -7.66414 17.60370 -6.80884 0.1414
H -7.43061 19.88921 -6.65869 0.1091
H -6.64973 19.94302 -5.07782 0.1234
H -7.79975 16.60297 -6.82505 0.1176
H -8.04849 18.21533 -7.51472 0.0997
C -10.18113 23.61894 -3.70088 -0.8577
O -10.12721 24.39808 -4.62810 0.0333
N -9.91962 23.90538 -2.54247 0.1763
N -10.45691 22.33720 -3.79365 0.1612
H -10.10985 23.34379 -1.72484 0.1292
H -9.61227 24.85281 -2.37506 0.1414
H -10.91846 21.83101 -4.53583 0.1154
H -10.54940 21.88186 -2.89686 0.1003
C -8.71964 19.98723 1.34131 -0.8026
O -9.78886 20.04818 0.70877 0.0071
N -7.60693 20.30812 0.94029 0.1693
N -8.71789 19.95246 2.64917 0.1391
H -7.56197 20.98476 0.19179 0.1382
H -6.77181 20.22904 1.50280 0.1277
H -7.90580 19.66428 3.17601 0.1044
H -9.49711 20.25730 3.21485 0.1176



Per-record relative energy (zero: lowest compared OMol25 entry of this formula, charge and spin), eV: 0.025; 1.488; 3.927; 6.826; 6.413
Per-record E_LUMO, eV: 3.316; -2.456; 0.376; -2.745; 0.316